Record 1
Here is 5 unconnected molecules or ions with the total composition C9H21Cl9O8P2 in a non-equilibrium geometry from OMol25. Energies are from the ωB97M-V functional and the def2-TZVPD basis.

XYZ file:
```
49
Properties=species:S:1:pos:R:3:mulliken_charge:R:1
C 1.540 29.357 26.983 -0.705
O 0.523 29.743 26.170 -0.292
P -0.816 28.807 26.275 1.025
O -1.244 28.642 27.664 -0.676
O -1.977 29.503 25.379 -0.325
C -1.729 29.992 24.038 -0.589
O -0.389 27.514 25.418 -0.275
C -1.408 26.578 25.031 -0.679
H 1.490 29.819 27.969 0.252
H 2.523 29.556 26.558 0.269
H 1.574 28.270 27.068 0.323
H -2.076 31.006 23.835 0.250
H -2.143 29.287 23.317 0.249
H -0.646 29.886 23.981 0.310
H -1.188 25.551 25.325 0.279
H -1.428 26.523 23.943 0.232
H -2.322 26.813 25.576 0.352
C -4.353 23.104 35.132 -0.659
O -5.716 22.820 35.435 -0.293
P -6.324 21.398 34.975 1.000
O -6.426 21.222 33.484 -0.592
O -7.808 21.457 35.667 -0.350
C -8.648 22.476 35.459 -0.652
O -5.535 20.298 35.777 -0.296
C -5.820 18.938 35.454 -0.675
H -4.068 23.897 35.823 0.246
H -4.388 23.620 34.172 0.279
H -3.672 22.255 35.081 0.300
H -9.441 22.452 34.713 0.278
H -8.027 23.322 35.162 0.259
H -9.091 22.863 36.377 0.289
H -5.194 18.564 34.644 0.277
H -6.870 18.680 35.315 0.316
H -5.516 18.326 36.304 0.274
C -8.066 24.325 29.340 0.105
Cl -6.409 24.562 29.955 -0.115
Cl -8.095 23.794 27.640 -0.114
Cl -9.195 25.644 29.748 -0.131
H -8.466 23.572 30.019 0.252
C -9.075 16.789 31.446 0.156
Cl -10.592 16.739 32.361 -0.111
Cl -9.570 17.079 29.761 -0.112
Cl -8.045 15.257 31.564 -0.143
H -8.413 17.550 31.859 0.210
C -3.523 20.127 29.718 0.130
Cl -2.370 20.034 31.130 -0.131
Cl -4.338 18.508 29.536 -0.124
Cl -2.623 20.660 28.277 -0.118
H -4.356 20.809 29.889 0.242
```

Results
HOMO-LUMO gap ... 10.86 eV
Charge ... 0
Relative energy (zero: lowest compared OMol25 entry of this formula, charge and spin) ... 171.2 kJ/mol
Maximum force ... 4.7 eV/A

Record 2
Here is a single C5H11N3 molecule in a non-equilibrium geometry from OMol25. Energies are from the ωB97M-V functional and the def2-TZVPD basis.

XYZ file:
```
19
Properties=species:S:1:pos:R:3:mulliken_charge:R:1
C 2.041 -1.332 0.631 -1.237
C 1.456 -0.173 -0.138 0.445
C 2.241 0.840 -0.606 -0.762
C -0.728 0.619 0.215 0.521
C -2.139 0.012 0.374 -0.671
H 2.082 -2.292 0.053 0.268
H 3.035 -1.101 1.075 0.376
H 1.483 -1.552 1.488 0.359
H 3.368 0.835 -0.426 0.252
H 1.753 1.582 -1.255 0.290
H -0.288 -1.120 -0.604 0.388
H -1.166 2.372 0.750 0.196
H -2.285 -0.071 1.430 0.364
H -2.897 0.730 0.096 0.320
H -1.999 -0.859 -1.466 0.247
H -3.022 -1.603 -0.361 0.214
N 0.086 -0.233 -0.402 -0.175
N -0.408 1.869 0.339 -0.724
N -2.148 -1.167 -0.456 -0.670
```

Results
HOMO-LUMO gap ... 9.22 eV
Charge ... 0
Relative energy (zero: lowest compared OMol25 entry of this formula, charge and spin) ... 171.3 kJ/mol
Maximum force ... 3.6 eV/A

Record 3
Here is a molecular structure, C40H37GaN3O9S2 in a non-equilibrium geometry from OMol25. Energies are from the ωB97M-V functional and the def2-TZVPD basis.

XYZ file:
```
92
Properties=species:S:1:pos:R:3:mulliken_charge:R:1
Ga 0.639 -0.752 0.068 0.844
O -1.149 1.396 0.889 -0.380
C -0.641 2.016 2.029 2.795
C 0.438 1.049 2.577 0.316
O 0.954 1.256 3.664 -0.817
O 0.848 0.090 1.804 -1.015
C 0.115 3.308 1.710 0.099
C 0.797 3.433 0.504 -0.104
C 1.532 4.578 0.232 -0.926
C 1.602 5.604 1.162 -0.575
C 0.936 5.476 2.373 -0.763
C 0.200 4.333 2.648 -0.444
C -1.805 2.292 2.989 -0.926
C -1.794 2.026 4.352 0.161
C -2.911 2.314 5.133 -0.895
C -4.042 2.881 4.567 -0.470
C -4.055 3.155 3.205 -0.791
C -2.950 2.857 2.427 -0.391
H -1.261 1.986 0.103 0.405
H 0.777 2.635 -0.224 0.189
H 2.061 4.653 -0.710 0.485
H 2.178 6.496 0.950 0.369
H 0.989 6.268 3.110 0.405
H -0.312 4.237 3.596 0.438
H -0.911 1.596 4.801 0.514
H -2.888 2.092 6.193 0.423
H -4.907 3.105 5.179 0.387
H -4.933 3.593 2.745 0.418
H -2.975 3.056 1.363 0.371
C -6.331 -2.134 2.086 -1.468
C -4.861 -2.299 1.807 1.155
C -3.922 -1.583 2.548 -0.826
C -2.571 -1.710 2.290 -0.363
C -2.144 -2.550 1.273 -0.466
C -3.055 -3.279 0.533 -0.433
C -4.412 -3.152 0.806 -0.914
S -0.388 -2.729 0.993 1.777
O -0.267 -3.830 0.023 -0.785
O 0.151 -2.951 2.338 -0.880
N 1.370 -2.140 -1.635 -0.069
C 1.916 -1.193 -2.621 -0.237
C 2.275 0.173 -2.023 0.359
O 2.948 0.935 -2.693 -0.766
O 1.799 0.436 -0.850 -0.268
H -6.538 -2.210 3.155 0.366
H -6.919 -2.893 1.570 0.355
H -6.682 -1.154 1.755 0.293
H -4.254 -0.917 3.334 0.434
H -1.843 -1.166 2.875 0.401
H -2.692 -3.946 -0.238 0.505
H -5.132 -3.723 0.229 0.283
H 1.177 -1.015 -3.404 -0.058
H 2.815 -1.589 -3.095 0.592
C -1.455 -1.574 -7.652 -1.590
C -1.471 -1.052 -6.240 0.614
C -0.758 0.085 -5.892 -1.081
C -0.721 0.559 -4.583 1.301
C -0.006 1.848 -4.275 -1.469
C -1.393 -0.162 -3.592 0.679
C -2.171 -1.277 -3.928 0.612
C -3.013 -1.965 -2.892 -0.966
C -2.195 -1.704 -5.250 -1.120
C -1.276 0.280 -2.150 -0.379
O -1.662 1.409 -1.836 -0.756
O -0.763 -0.598 -1.362 1.287
H -1.232 -0.779 -8.365 0.381
H -2.415 -2.017 -7.922 0.377
H -0.692 -2.347 -7.772 0.269
H -0.225 0.637 -6.661 0.311
H 0.290 2.342 -5.201 0.420
H 0.898 1.699 -3.679 0.176
H -0.654 2.515 -3.708 0.275
H -3.773 -1.283 -2.503 0.359
H -2.413 -2.282 -2.045 -0.177
H -3.519 -2.836 -3.311 0.368
H -2.800 -2.567 -5.511 0.340
N 2.969 -1.068 3.018 -0.399
C 3.098 -1.950 2.022 0.350
N 2.498 -1.872 0.869 0.304
C 2.860 -2.927 0.061 -0.388
C 2.307 -3.129 -1.192 -0.140
C 2.685 -4.243 -1.917 -0.683
C 3.606 -5.149 -1.391 -0.840
C 4.161 -4.958 -0.132 -0.419
C 3.772 -3.839 0.587 0.463
S 4.200 -3.316 2.194 -0.405
H 2.184 -0.420 2.935 0.017
H 3.258 -1.339 3.939 0.225
H 0.521 -2.583 -1.968 0.308
H 2.248 -4.416 -2.893 0.460
H 3.885 -6.021 -1.968 0.391
H 4.864 -5.670 0.277 0.416
```

Results
HOMO-LUMO gap ... 8.29 eV
Charge ... -1
Relative energy (zero: lowest compared OMol25 entry of this formula, charge and spin) ... 49.5 kJ/mol
Maximum force ... 1.3 eV/A

Record 4
Here is 2 unconnected molecules or ions with the total composition C12H16N2O in a non-equilibrium geometry from OMol25. Energies are from the ωB97M-V functional and the def2-TZVPD basis.

XYZ file:
```
31
Properties=species:S:1:pos:R:3:mulliken_charge:R:1
C 0.924 1.346 -1.723 -1.282
C 1.660 -0.327 0.124 0.747
C 0.914 -0.029 -1.088 0.608
C 1.567 -1.778 0.318 -0.076
C 0.231 -1.144 -1.416 -0.641
C 3.155 -0.244 1.963 -0.708
C 2.857 -1.607 2.179 -0.266
C 2.545 0.433 0.874 -0.326
C 2.040 -2.481 1.421 -0.809
N 0.809 -2.246 -0.836 -0.135
H 3.948 0.131 2.624 0.347
H 3.110 -1.963 3.198 0.280
H 2.550 1.470 0.598 0.286
H 1.645 -3.459 1.604 0.392
H 1.125 1.386 -2.796 0.316
H 1.623 1.914 -1.101 0.241
H -0.585 -1.231 -2.149 0.467
H 0.288 -3.098 -0.927 0.249
H 0.012 1.878 -1.839 0.260
C -3.708 0.810 -0.019 -0.078
C -3.514 0.951 1.484 -1.243
C -2.681 1.500 -0.859 0.383
O -2.817 1.438 -2.063 -0.637
N -1.670 2.216 -0.188 -0.520
H -3.711 -0.244 -0.324 0.232
H -4.669 1.031 -0.541 0.337
H -4.420 0.432 2.017 0.318
H -3.420 1.876 2.012 0.383
H -0.972 2.544 -0.844 0.291
H -1.154 1.659 0.467 0.283
H -2.750 0.213 1.872 0.301
```

Results
HOMO-LUMO gap ... 8.58 eV
Charge ... 0
Relative energy (zero: lowest compared OMol25 entry of this formula, charge and spin) ... 223.2 kJ/mol
Maximum force ... 4.6 eV/A

Which of these has the lowest charge?
C40H37GaN3O9S2

charge of number 4 (C12H16N2O)?
0